1.
{
  "formula": "C4H9N3O2",
  "method": "ωB97M-V/def2-TZVPD",
  "e_lumo_ev": 0.674,
  "e_above_lowest_ev": 3.833,
  "e_homo_ev": -8.7,
  "orbital_gap_ha": 0.34592,
  "symbols": ["N", "N", "C", "N", "O", "C", "C", "C", "O", "H", "H", "H", "H", "H", "H", "H", "H", "H"],
  "xyz": [[-0.216367, -1.635083, -1.032313], [0.316361, -1.094024, 0.159894], [-0.634917, -0.764316, 1.178504], [-1.349306, 0.525412, 0.975148], [-2.405456, 0.663882, 1.643482], [-0.852780, 1.421979, 0.188662], [0.392348, 1.239071, -0.615183], [1.210699, 0.025662, -0.141627], [2.026243, 0.320266, 0.944638], [-0.380617, -2.626871, -0.892141], [-1.094268, -1.192224, -1.307006], [-0.127796, -0.706787, 2.148787], [-1.403628, -1.539039, 1.252664], [-1.411932, 2.340903, 0.090080], [1.006657, 2.140876, -0.553809], [0.127429, 1.100451, -1.668599], [1.880976, -0.323688, -0.932064], [1.507291, 0.741633, 1.640427]],
  "forces_ev_per_a": [[-0.207, 0.020, -0.134], [0.052, -0.062, 0.126], [0.217, -0.566, 0.173], [0.320, 0.157, -0.340], [-0.573, -0.061, 0.465], [0.132, 0.220, -0.267], [0.301, -0.402, 0.100], [-0.067, -0.069, -0.709], [0.095, 0.116, 0.525], [0.037, 0.177, -0.030], [0.086, -0.049, 0.085], [-0.182, 0.144, -0.110], [0.092, 0.277, -0.052], [-0.188, -0.045, 0.163], [-0.015, -0.052, -0.052], [0.029, 0.029, -0.001], [-0.202, 0.095, 0.091], [0.072, 0.071, -0.033]]
}


2.
{
  "formula": "C20H44AlBr12O",
  "method": "ωB97M-V/def2-TZVPD",
  "total_charge": -1,
  "e_lumo_ev": 1.737,
  "e_homo_ev": -4.8,
  "orbital_gap_ha": 0.24036,
  "symbols": ["C", "O", "C", "C", "C", "C", "C", "C", "C", "Al", "H", "H", "H", "H", "H", "H", "H", "H", "H", "H", "H", "H", "H", "H", "H", "H", "H", "H", "H", "H", "Br", "C", "C", "Br", "H", "H", "H", "H", "Br", "C", "C", "Br", "H", "H", "H", "H", "Br", "C", "C", "Br", "H", "H", "H", "H", "Br", "C", "C", "Br", "H", "H", "H", "H", "Br", "C", "C", "Br", "H", "H", "H", "H", "Br", "C", "C", "Br", "H", "H", "H", "H"],
  "xyz": [[5.818503, -0.066139, -2.452417], [4.738463, 0.848378, -2.651831], [3.569210, 0.115073, -2.969327], [2.321918, 1.007251, -2.620876], [1.017735, 0.149007, -2.752674], [-0.069623, 0.736639, -1.775710], [-1.258990, 1.416244, -2.584143], [-2.666460, 0.877993, -2.147248], [-3.102497, -0.471602, -2.830137], [-2.115061, -2.160490, -2.149328], [5.532200, -1.091998, -2.728486], [6.677809, 0.313197, -3.051066], [6.115896, 0.017871, -1.377422], [3.452573, -0.790795, -2.332412], [3.494343, -0.161772, -4.042950], [2.372677, 1.876560, -3.310221], [2.506120, 1.360689, -1.584145], [1.283937, -0.879208, -2.439510], [0.687302, 0.168938, -3.804993], [-0.450630, -0.040453, -1.081542], [0.404574, 1.507982, -1.129796], [-1.083017, 1.404353, -3.675304], [-1.230692, 2.492640, -2.278098], [-2.671969, 0.726350, -1.048749], [-3.406904, 1.659033, -2.453297], [-4.172341, -0.628626, -2.534364], [-3.093387, -0.434098, -3.943101], [-2.719534, -3.510575, -2.815200], [-0.524210, -2.064603, -2.349504], [-2.400665, -2.294095, -0.562287], [-3.620159, 5.050411, -0.965624], [-2.406496, 5.562062, 0.469030], [-1.187677, 4.676884, 0.497968], [-1.588346, 2.941453, 1.281966], [-2.977482, 5.531908, 1.393673], [-2.126119, 6.591959, 0.251463], [-0.417238, 5.106497, 1.136957], [-0.771375, 4.489052, -0.488779], [7.171215, -3.330537, -3.313239], [7.635728, -4.015951, -1.550714], [6.925457, -3.279049, -0.440919], [7.718691, -1.533791, -0.091931], [8.718061, -3.960847, -1.470673], [7.328583, -5.060928, -1.568098], [7.018997, -3.831403, 0.494501], [5.872474, -3.089214, -0.641297], [-5.391234, 2.040048, 1.028002], [-4.794691, 1.443202, 2.780521], [-5.666873, 1.995388, 3.877119], [-5.260657, 3.869020, 4.233539], [-3.752309, 1.736194, 2.875959], [-4.861392, 0.356596, 2.749244], [-5.474640, 1.479284, 4.816876], [-6.727980, 1.940809, 3.648379], [-8.899098, 5.530303, 3.422859], [-9.529838, 5.710903, 5.255121], [-8.901087, 4.675722, 6.151624], [-9.719491, 2.925332, 5.901850], [-10.614376, 5.650772, 5.225635], [-9.233433, 6.712729, 5.562520], [-9.070048, 4.922371, 7.198978], [-7.834648, 4.553382, 5.977925], [3.276997, -3.637418, -0.647236], [1.478207, -3.307809, -1.338091], [1.260550, -3.997580, -2.657946], [2.138306, -3.044147, -4.112024], [1.355016, -2.229262, -1.394123], [0.804669, -3.706282, -0.581738], [0.202143, -3.999937, -2.914384], [1.639032, -5.016318, -2.674766], [4.520426, -2.926824, 3.082891], [4.512181, -4.827086, 2.660543], [5.604060, -5.554416, 3.405356], [7.352312, -5.241715, 2.597887], [4.598816, -4.912107, 1.581413], [3.532134, -5.186378, 2.970297], [5.453344, -6.631646, 3.350734], [5.682024, -5.255403, 4.446881]],
  "forces_ev_per_a": [[0.589, 1.319, 0.540], [-0.156, -1.056, -0.378], [-1.952, 1.031, 0.543], [1.163, -0.907, -0.628], [0.712, 1.204, 1.389], [-0.251, 0.094, -1.171], [-0.007, 0.276, 1.859], [0.027, -0.198, -1.599], [0.057, -0.184, 0.627], [-0.695, 0.549, -0.114], [0.336, 0.403, 0.150], [-0.382, -0.601, 0.230], [-0.325, -0.384, -0.977], [0.437, 0.311, -0.453], [0.406, -0.093, 0.450], [-0.372, -0.283, 0.490], [-0.339, -0.149, -0.548], [-0.369, 0.769, -0.613], [-0.009, -0.360, 0.546], [0.068, 0.307, -0.572], [-0.249, -0.449, -0.389], [-0.224, -0.292, 0.465], [-0.120, -0.535, -0.396], [-0.089, 0.361, -0.510], [0.373, -0.317, 0.615], [0.619, -0.011, -0.276], [0.060, 0.320, 0.546], [0.086, -0.161, -0.233], [-0.042, -0.076, -0.151], [0.056, 0.060, 0.362], [0.017, 0.003, 0.096], [-0.087, 0.122, -0.290], [0.061, -0.122, 0.295], [0.092, 0.010, -0.130], [0.066, -0.086, -0.021], [0.054, -0.051, 0.017], [-0.058, 0.042, -0.023], [-0.102, 0.013, 0.010], [0.140, -0.075, 0.019], [-0.221, -0.031, -0.107], [0.098, 0.081, 0.130], [0.310, -0.321, 0.216], [-0.056, 0.048, 0.069], [-0.028, 0.050, 0.084], [-0.005, 0.139, -0.217], [0.152, -0.063, -0.148], [0.073, 0.030, 0.108], [-0.190, -0.116, -0.329], [0.136, -0.030, 0.208], [-0.071, 0.024, 0.012], [-0.069, 0.039, 0.054], [-0.022, 0.036, 0.068], [0.028, 0.012, -0.046], [0.063, 0.027, -0.063], [-0.119, -0.009, 0.019], [0.216, 0.130, -0.208], [-0.158, -0.091, 0.201], [0.109, 0.019, -0.034], [0.056, -0.072, 0.061], [0.020, -0.063, 0.053], [-0.025, 0.030, -0.052], [-0.059, 0.038, -0.087], [0.136, -0.002, 0.002], [-0.249, -0.138, 0.039], [-0.091, -0.085, -0.189], [0.090, -0.255, -0.063], [0.028, -0.340, 0.105], [-0.015, 0.041, -0.067], [0.085, 0.148, 0.128], [0.115, 0.059, 0.073], [0.064, -0.073, -0.105], [-0.058, 0.221, 0.261], [0.020, -0.190, -0.178], [0.020, -0.117, 0.305], [0.010, -0.047, 0.046], [0.060, -0.042, -0.008], [-0.018, 0.045, -0.040], [-0.029, 0.060, -0.073]]
}


3.
{
  "formula": "CH5OPS",
  "method": "ωB97M-V/def2-TZVPD",
  "e_lumo_ev": [-1.309, -1.310],
  "e_above_lowest_ev": 3.182,
  "e_homo_ev": [-8.4, -8.4],
  "orbital_gap_ha": [0.26008, 0.26002],
  "symbols": ["C", "O", "P", "S", "H", "H", "H", "H", "H"],
  "xyz": [[1.597289, -0.071254, -0.362239], [0.545036, 0.300142, 0.516827], [-0.748422, 1.093823, 0.081408], [-3.167945, -0.570544, 0.214994], [1.196325, -0.588021, -1.214440], [2.406132, -0.596740, 0.295442], [2.156894, 0.783153, -0.747577], [-0.835128, 1.548791, 1.341351], [-3.150178, -1.899352, -0.125767]],
  "forces_ev_per_a": [[1.928, -0.306, 1.169], [1.127, -0.309, 0.426], [-1.574, -1.313, -1.918], [1.016, 0.742, 0.071], [0.129, -0.832, -0.184], [-1.833, 0.298, -1.442], [-0.409, 0.402, 0.073], [-1.046, 0.568, 1.731], [0.661, 0.752, 0.075]]
}